A cluster of 15 separate species, C68H128N4O32 in total at a distorted geometry. Source: OMol25; level of theory: wB97M-V/def2-TZVPD.

Each line ends with the Löwdin charge.
Geometry (Å):
O 6.16 -0.91 -3.49  0.061
O -1.34 -2.85 -3.59  0.047
O 1.03 5.39 0.23  0.020
O 4.00 -4.07 -2.72  0.091
O -3.99 0.18 -2.54  0.082
O 0.67 3.25 3.20  0.031
O -5.70 1.55 -2.85  0.050
O -2.42 6.10 0.23  0.131
O -3.65 2.15 -3.56  0.159
O 7.97 0.01 0.81  0.074
O 1.30 6.71 -1.57  0.068
O -4.36 6.00 -0.76  0.100
O 8.03 -2.14 -3.68  0.176
O 1.17 4.50 -1.90  0.141
O -3.73 4.29 0.46  0.060
O -2.82 5.01 -7.20  0.147
O -3.46 -3.00 -3.27  0.179
O 3.03 -4.15 -0.71  -0.040
O -1.07 2.72 4.46  0.074
O 4.07 -0.90 1.93  0.062
O 0.95 1.74 4.82  0.170
O 2.59 -0.72 -5.69  0.138
O -2.67 -2.06 -5.14  0.096
O 4.78 -0.91 -6.10  0.059
O 6.08 -0.91 2.97  0.173
O 4.94 0.96 2.72  0.103
O -1.72 3.55 -5.93  0.065
O 7.11 -2.02 0.58  0.086
O 3.64 -2.74 -5.72  0.062
O -1.65 5.66 -5.40  0.089
O 8.10 0.10 -3.32  0.051
O 6.11 -0.38 -0.46  0.151
N -0.27 -2.56 5.63  -0.173
N -6.44 0.66 3.16  -0.207
N 0.17 0.04 -0.09  -0.147
N -1.44 -5.33 0.92  -0.214
C 5.12 -0.35 2.59  -0.592
C -5.45 5.08 -0.93  -0.260
C -6.95 -1.68 2.75  -0.069
C 1.74 -1.40 -1.35  -0.059
C 0.22 2.44 4.22  -0.571
C 1.79 -5.00 -2.66  0.037
C -2.62 -5.66 3.14  -0.080
C -4.81 -1.29 -0.91  -0.009
C 1.09 5.44 -1.16  -0.531
C -5.12 -0.59 -2.17  -0.324
C -5.73 4.90 -2.43  -0.007
C -0.28 1.49 0.19  -0.191
C 3.58 -1.38 -5.80  -0.575
C -4.16 1.44 3.69  -0.037
C -0.10 -5.47 1.55  -0.213
C -1.29 2.07 -0.76  -0.073
C 3.04 -4.38 -2.07  -0.513
C -0.38 -2.21 -4.66  0.019
C -4.87 3.79 -0.29  -0.049
C 0.52 8.84 -0.79  -0.029
C 8.77 -0.84 1.66  -0.080
C -2.59 -2.65 -3.94  -0.664
C -5.11 0.82 2.66  -0.258
C 0.44 -4.15 2.08  -0.056
C -0.97 -0.84 -0.13  -0.263
C 7.49 -1.11 -3.52  -0.578
C -4.36 1.35 -3.07  -0.559
C -0.78 -3.58 6.67  -0.230
C 5.12 -4.46 -6.58  -0.026
C -2.46 4.76 4.34  0.004
C 1.07 0.00 -1.25  -0.236
C 5.85 0.49 -3.61  -0.320
C -1.56 3.81 3.54  -0.274
C 8.39 -2.20 1.18  -0.336
C 0.74 6.74 0.65  -0.093
C 9.28 -2.76 0.13  -0.019
C -2.12 4.78 -6.26  -0.606
C -1.43 -1.42 -5.44  -0.299
C 1.36 7.65 -0.50  -0.299
C 3.02 0.09 1.73  -0.050
C 1.28 -1.46 7.26  -0.108
C -7.16 1.90 3.51  -0.224
C -1.99 5.43 -3.10  0.000
C 1.12 -2.08 5.92  -0.257
C 4.32 -3.63 -0.20  -0.206
C -2.43 -4.87 1.83  -0.282
C -1.16 -1.43 5.52  -0.275
C -1.46 -4.74 -0.39  -0.255
C 5.67 -1.93 -6.41  -0.083
C 5.03 -3.21 -5.78  -0.274
C 3.70 1.39 2.07  -0.297
C -6.20 0.50 -2.08  -0.092
C -2.36 -1.63 4.59  -0.074
C -0.28 4.33 2.97  -0.084
C 4.52 0.84 -3.06  -0.011
C 0.10 -4.78 6.93  -0.101
C -1.64 -0.86 1.22  -0.094
C -3.43 5.51 0.02  -0.614
C -1.63 -5.92 -1.37  -0.087
C -7.52 2.88 2.39  -0.074
C -1.45 0.05 -5.00  -0.003
C -1.00 3.55 -4.68  -0.068
C 6.97 -0.75 0.27  -0.582
C -1.07 5.02 -4.24  -0.266
C 7.12 1.10 -3.00  -0.076
C 4.48 -4.13 1.18  -0.063
C 4.05 2.19 0.89  -0.016
C -7.28 -0.23 2.43  -0.270
H -4.72 2.14 4.33  0.064
H 1.53 -2.08 8.13  0.065
H -6.66 3.09 1.70  0.044
H 6.18 -4.65 -6.67  0.092
H -8.09 1.57 4.02  0.120
H 4.39 1.94 -3.05  0.110
H -1.70 -5.64 3.72  0.046
H -3.24 -1.19 4.96  0.036
H -1.93 5.36 5.04  0.077
H -1.74 -0.63 -0.86  0.094
H -1.76 -3.90 6.22  0.111
H 3.71 0.39 -3.62  0.070
H 2.14 -1.74 -0.33  0.092
H 3.18 2.65 0.41  0.085
H 5.18 -4.01 -0.73  0.117
H 0.41 -1.73 -4.11  0.107
H 2.21 -0.83 7.19  0.092
H 0.93 9.39 -1.63  0.083
H 0.06 3.29 -4.89  0.145
H -7.20 -1.90 3.75  0.053
H 1.06 -2.23 -1.66  0.053
H 5.82 -1.95 -7.46  0.133
H -2.29 -1.75 1.30  0.065
H -0.53 8.59 -1.01  0.099
H 0.91 -4.30 -2.59  0.077
H -0.54 -5.50 7.54  0.095
H 9.81 -0.63 1.48  0.138
H 4.63 -4.38 -7.55  0.094
H -3.91 -1.85 -1.09  0.071
H 4.40 0.58 -2.01  0.060
H -5.17 1.41 1.70  0.103
H -2.32 -0.01 1.29  0.067
H -8.43 2.62 1.87  0.069
H -2.72 -2.64 4.51  0.049
H 0.97 -4.61 7.53  0.053
H 1.51 -5.82 -2.01  0.072
H -4.73 -0.50 -0.15  0.082
H -2.20 -3.83 2.11  0.082
H 3.60 -4.02 1.80  0.054
H -0.69 0.57 -5.59  0.097
H -1.46 2.92 -3.94  0.085
H -1.28 -1.50 -6.50  0.153
H 8.87 -3.72 -0.28  0.110
H 10.25 -2.95 0.55  0.078
H -0.01 -3.01 -5.31  0.134
H 6.56 -1.82 -5.82  0.109
H -3.19 4.13 4.83  0.079
H 1.34 6.93 1.53  0.127
H -4.89 4.30 -2.82  0.055
H -1.59 4.96 -2.16  0.079
H -6.55 2.48 4.24  0.098
H -0.93 -0.97 2.02  0.065
H -0.60 1.58 1.28  0.115
H 8.45 -0.62 2.64  0.111
H -2.39 0.42 -5.39  0.091
H -6.31 5.50 -0.41  0.154
H -0.48 -4.22 -0.62  0.112
H 7.02 1.25 -1.94  0.112
H -5.86 -1.78 2.78  0.059
H -4.76 -0.14 2.37  0.079
H -0.70 -0.54 5.11  0.095
H 2.65 0.01 0.71  0.090
H -6.43 0.83 -1.08  0.119
H -2.30 1.81 -0.58  0.043
H 0.02 -4.03 3.09  0.061
H 5.20 -3.55 1.70  0.050
H 3.14 1.97 2.83  0.151
H 0.07 5.23 3.45  0.131
H -3.29 1.98 3.30  0.039
H -2.34 -4.12 -0.47  0.095
H 0.33 -5.32 6.00  0.074
H -5.50 3.24 0.42  0.084
H 2.23 -0.15 2.46  0.139
H 0.65 2.09 0.08  0.104
H -4.52 3.13 -1.14  0.130
H -7.07 0.19 -2.64  0.133
H 8.38 -2.90 2.05  0.172
H -7.15 0.01 1.34  0.114
H 0.34 -0.97 7.60  0.079
H -1.49 -1.07 6.55  0.122
H -2.95 5.44 3.63  0.091
H -8.31 -0.07 2.71  0.109
H 5.80 0.73 -4.68  0.145
H -0.12 -6.24 2.31  0.097
H -1.99 6.53 -2.94  0.110
H -3.41 -4.86 1.28  0.128
H -5.59 -1.99 -0.63  0.099
H -2.92 -6.69 2.96  0.072
H 1.89 0.72 -1.09  0.098
H 1.97 -5.19 -3.72  0.092
H -5.32 -1.24 -3.03  0.159
H 1.50 -4.00 2.05  0.041
H -2.23 -1.35 3.52  0.049
H -7.40 -2.41 2.04  0.089
H 4.84 -5.19 1.21  0.104
H 0.00 -3.34 1.48  0.065
H 7.43 2.02 -3.58  0.154
H 2.45 7.85 -0.29  0.168
H -1.65 -5.66 -2.43  0.053
H 5.44 -3.35 -4.72  0.157
H -6.67 4.38 -2.63  0.093
H 1.77 -2.96 5.80  0.108
H -0.66 -1.87 -0.43  0.098
H 4.71 -5.31 -6.05  0.083
H -1.16 3.20 -0.75  0.079
H -0.81 -6.67 -1.16  0.081
H -0.44 4.49 1.92  0.108
H 1.29 -1.33 5.13  0.105
H -1.04 -3.04 7.58  0.098
H 9.37 -2.06 -0.72  0.105
H 0.65 0.30 -2.15  0.079
H 4.67 1.57 0.21  0.090
H -1.38 0.24 -3.95  0.061
H -7.77 3.82 2.87  0.070
H -3.33 -5.12 3.85  0.088
H -0.10 5.47 -4.06  0.139
H -0.35 6.91 0.77  0.114
H -3.00 5.14 -3.12  0.044
H -2.54 -6.51 -1.12  0.076
H 4.23 -2.56 -0.29  0.098
H -3.76 0.60 4.36  0.084
H -2.17 3.35 2.78  0.111
H 4.69 3.02 1.19  0.089
H 0.57 -5.85 0.75  0.113
H -5.70 5.81 -3.02  0.095
H 0.65 9.52 0.09  0.106
H -1.14 1.78 -1.82  0.073
H 2.54 -1.32 -2.10  0.078

The largest force on an atom is 4.6 eV Å⁻¹. The value obtained for the LUMO energy is 0.2 eV.